A cluster of 2 separate species, C2H10N2O in total at a distorted geometry, computed with the ωB97M-V functional and the def2-TZVPD basis.

```
15
Properties=species:S:1:pos:R:3:nbo_charge:R:1
C -2.7230 2.0743 -1.9640 -0.25
O -3.8692 1.3827 -2.4414 -0.71
H -1.7511 1.7205 -2.3201 0.16
H -2.7425 3.1405 -2.2061 0.16
H -2.7684 1.9787 -0.8808 0.18
H -3.9718 1.6192 -3.3831 0.46
N 2.4100 -0.3108 2.2984 -0.84
C 1.6227 -1.0371 1.2627 -0.06
N 2.2627 -2.3282 0.9644 -0.87
H 3.0700 -1.0289 2.6054 0.36
H 1.8255 -0.2261 3.1224 0.34
H 0.5816 -1.1511 1.5508 0.17
H 1.6871 -0.4459 0.3485 0.16
H 2.7083 -2.2446 0.0524 0.36
H 1.6581 -3.1432 0.9904 0.37
```

The total energy comes out at -7262.8877 eV. Its net charge is 0. As for the SMILES: NCN.CO. The relative energy (zero: lowest compared OMol25 entry of this formula, charge and spin) comes out at 23.9 kcal/mol. The value obtained for the LUMO energy is 0.84 eV. The HOMO-LUMO gap comes out at 10.22 eV.